Molecular formula: C71H97Br3HfN10O16
Method: DFT, ωB97M-V/def2-TZVPD

Each line ends with the Mulliken charge.
CARTESIAN COORDINATES (ANGSTROEM)
Hf (4.873, 0.411, -2.247)  0.91
C (6.727, -6.044, -3.285)  -1.80
C (6.092, -6.516, -1.926)  1.68
C (7.099, -7.618, -1.561)  -1.34
C (7.035, -8.136, -0.148)  -0.76
C (7.186, -6.908, 0.764)  -1.39
C (6.199, -5.766, 0.543)  1.46
N (6.062, -5.393, -0.907)  0.41
O (5.366, -4.125, -1.166)  -0.51
C (6.781, -4.636, 1.386)  -1.81
C (4.816, -6.248, 1.184)  -1.59
C (4.677, -7.168, -2.215)  -1.73
H (6.223, -5.282, -3.879)  0.35
H (6.831, -6.889, -3.965)  0.44
H (7.723, -5.628, -3.136)  0.45
H (8.146, -7.404, -1.775)  0.51
H (7.013, -8.566, -2.091)  0.42
H (7.750, -8.890, 0.183)  0.45
H (6.052, -8.545, 0.086)  0.27
H (8.168, -6.435, 0.734)  0.46
H (7.166, -7.216, 1.809)  0.49
H (6.790, -4.827, 2.459)  0.37
H (6.186, -3.723, 1.346)  0.40
H (7.749, -4.368, 0.962)  0.46
H (4.908, -6.564, 2.224)  0.40
H (4.481, -7.163, 0.695)  0.35
H (4.040, -5.484, 1.200)  0.37
H (4.551, -7.311, -3.288)  0.48
H (3.823, -6.528, -1.992)  0.38
H (4.561, -8.114, -1.687)  0.32
C (-2.500, -0.635, -1.760)  -1.55
C (-1.924, 0.277, -0.607)  1.50
C (-2.990, 0.499, 0.543)  -1.27
C (-2.975, -0.567, 1.584)  -0.72
C (-1.529, -0.795, 2.056)  -1.29
C (-0.469, -1.136, 0.968)  1.53
N (-0.578, -0.065, -0.032)  0.37
O (0.504, -0.114, -1.040)  -0.56
C (-0.724, -2.595, 0.357)  -1.57
C (0.918, -1.101, 1.778)  -1.75
C (-1.808, 1.675, -1.256)  -1.90
H (-1.921, -0.735, -2.678)  0.34
H (-3.541, -0.362, -1.933)  0.43
H (-2.703, -1.623, -1.348)  0.32
H (-4.016, 0.656, 0.210)  0.51
H (-2.842, 1.439, 1.075)  0.39
H (-3.257, -1.517, 1.129)  0.27
H (-3.666, -0.464, 2.420)  0.46
H (-1.621, -1.553, 2.835)  0.48
H (-1.188, 0.141, 2.498)  0.40
H (-1.727, -2.795, -0.021)  0.24
H (-0.415, -3.428, 0.988)  0.41
H (-0.028, -2.786, -0.459)  0.40
H (1.819, -1.325, 1.207)  0.37
H (0.867, -1.796, 2.616)  0.40
H (1.159, -0.164, 2.280)  0.43
H (-1.009, 1.766, -1.992)  0.40
H (-1.518, 2.371, -0.469)  0.47
H (-2.748, 2.012, -1.694)  0.39
C (1.462, 3.284, -7.273)  -1.60
C (2.057, 4.681, -6.803)  1.04
C (0.782, 5.563, -6.646)  -0.99
C (1.108, 6.932, -6.061)  -0.82
C (1.852, 6.823, -4.756)  -1.17
C (3.081, 5.911, -4.745)  1.62
N (2.788, 4.589, -5.487)  0.41
O (3.792, 3.527, -5.355)  -0.55
C (3.289, 5.690, -3.231)  -1.73
C (4.311, 6.639, -5.480)  -1.69
C (2.869, 5.171, -8.084)  -1.64
H (2.197, 2.514, -7.510)  0.37
H (0.869, 3.416, -8.178)  0.37
H (0.896, 2.937, -6.409)  0.45
H (0.190, 4.946, -5.970)  0.42
H (0.269, 5.705, -7.598)  0.39
H (0.218, 7.545, -5.911)  0.39
H (1.775, 7.421, -6.771)  0.31
H (1.050, 6.608, -4.050)  0.46
H (2.143, 7.859, -4.581)  0.42
H (2.576, 4.948, -2.872)  0.42
H (3.166, 6.637, -2.706)  0.38
H (4.267, 5.269, -2.996)  0.37
H (5.029, 5.856, -5.725)  0.37
H (4.755, 7.334, -4.767)  0.47
H (4.013, 7.230, -6.345)  0.31
H (3.866, 4.729, -8.062)  0.38
H (3.100, 6.236, -8.055)  0.33
H (2.326, 5.018, -9.017)  0.42
C (4.506, 3.869, 3.256)  -1.16
C (5.551, 2.754, 2.829)  0.48
C (5.800, 1.862, 4.017)  -1.14
O (5.226, 2.108, 1.608)  -0.78
H (3.559, 3.379, 3.480)  0.29
H (4.342, 4.662, 2.526)  0.30
H (4.812, 4.325, 4.197)  0.33
H (6.467, 3.292, 2.588)  0.13
H (6.269, 2.544, 4.726)  0.35
H (6.441, 1.006, 3.802)  0.30
H (4.912, 1.565, 4.575)  0.29
N (-0.284, -5.452, 10.599)  0.00
C (-1.380, -4.660, 10.449)  -0.41
C (-1.105, -3.892, 9.303)  -0.49
C (0.056, -4.372, 8.720)  -0.26
C (0.527, -5.409, 9.486)  -0.52
H (-0.111, -6.034, 11.406)  0.20
H (-2.116, -4.648, 11.240)  0.37
H (-1.740, -3.175, 8.803)  0.37
H (0.510, -3.996, 7.815)  0.39
H (1.447, -5.975, 9.477)  0.36
C (-5.204, -8.146, 0.225)  -0.28
Br (-6.251, -9.594, 1.050)  -0.02
Br (-4.915, -6.759, 1.609)  0.01
Br (-5.799, -7.544, -1.625)  -0.04
H (-4.241, -8.602, -0.008)  0.33
C (-4.285, 8.790, -2.075)  -0.38
C (-4.201, 7.604, -1.247)  -0.50
C (-5.331, 7.163, -0.577)  -0.34
C (-6.549, 7.865, -0.803)  0.29
C (-6.568, 9.059, -1.525)  -0.30
C (-5.473, 9.516, -2.239)  -0.59
N (-7.778, 7.302, -0.171)  0.94
O (-7.840, 6.097, 0.022)  -0.57
O (-8.626, 8.088, 0.097)  -0.56
H (-3.444, 9.027, -2.710)  0.36
H (-3.316, 6.992, -1.154)  0.40
H (-5.327, 6.285, 0.051)  0.42
H (-7.547, 9.500, -1.634)  0.39
H (-5.474, 10.425, -2.822)  0.43
C (-1.307, 5.514, 7.860)  -0.21
C (-1.518, 4.152, 7.773)  -0.60
C (-2.221, 3.516, 8.777)  -0.15
C (-2.633, 4.216, 9.908)  0.11
C (-2.317, 5.560, 9.983)  -0.15
C (-1.657, 6.212, 8.954)  -0.57
N (-3.296, 3.567, 11.010)  0.85
O (-3.064, 2.358, 11.138)  -0.52
O (-4.085, 4.203, 11.759)  -0.53
H (-0.879, 6.062, 7.034)  0.35
H (-1.378, 3.606, 6.852)  0.35
H (-2.528, 2.498, 8.583)  0.37
H (-2.433, 6.115, 10.902)  0.36
H (-1.430, 7.262, 9.067)  0.36
C (-6.262, 3.247, -7.113)  -0.33
C (-7.479, 2.440, -7.269)  -0.58
C (-8.611, 2.840, -6.537)  -0.25
C (-8.589, 4.063, -5.844)  0.16
C (-7.367, 4.835, -5.770)  -0.33
C (-6.223, 4.412, -6.344)  -0.46
N (-9.759, 4.431, -5.042)  0.93
O (-10.826, 3.833, -5.344)  -0.57
O (-9.607, 5.318, -4.202)  -0.55
H (-5.281, 2.858, -7.341)  0.33
H (-7.420, 1.555, -7.886)  0.39
H (-9.515, 2.263, -6.410)  0.42
H (-7.282, 5.699, -5.127)  0.42
H (-5.284, 4.913, -6.161)  0.40
C (-10.052, -1.141, -2.044)  -0.40
C (-9.255, -2.009, -1.239)  -0.50
C (-8.935, -1.623, 0.063)  -0.21
C (-9.355, -0.412, 0.636)  0.03
C (-10.198, 0.399, -0.159)  -0.13
C (-10.638, 0.042, -1.448)  -0.61
N (-8.993, 0.058, 2.039)  0.89
O (-9.168, 1.244, 2.327)  -0.53
O (-8.570, -0.775, 2.883)  -0.54
H (-10.398, -1.427, -3.026)  0.37
H (-8.951, -2.955, -1.664)  0.41
H (-8.375, -2.359, 0.620)  0.43
H (-10.659, 1.240, 0.337)  0.39
H (-11.329, 0.694, -1.960)  0.41
C (-0.583, -6.068, -6.477)  -0.12
C (-0.366, -5.431, -5.282)  -0.66
C (0.613, -4.423, -5.284)  -0.41
C (1.363, -4.137, -6.402)  0.16
C (1.076, -4.761, -7.618)  -0.23
C (0.150, -5.836, -7.628)  -0.61
N (2.494, -3.124, -6.464)  0.93
O (2.700, -2.381, -5.468)  -0.58
O (3.269, -3.158, -7.362)  -0.54
H (-1.361, -6.817, -6.470)  0.34
H (-1.066, -5.529, -4.465)  0.40
H (0.850, -3.879, -4.382)  0.57
H (1.530, -4.454, -8.548)  0.39
H (-0.224, -6.368, -8.491)  0.34
C (6.033, -4.897, 7.267)  -0.36
C (6.116, -3.556, 7.537)  -0.51
C (7.261, -3.019, 8.059)  -0.23
C (8.354, -3.843, 8.351)  0.09
C (8.283, -5.209, 8.018)  -0.28
C (7.125, -5.732, 7.503)  -0.46
N (9.491, -3.198, 9.033)  0.88
O (10.479, -3.934, 9.312)  -0.55
O (9.507, -1.943, 9.237)  -0.55
H (5.092, -5.292, 6.915)  0.40
H (5.285, -2.958, 7.191)  0.37
H (7.314, -1.974, 8.324)  0.43
H (9.071, -5.874, 8.340)  0.40
H (7.006, -6.762, 7.201)  0.37

The charge is 0.

***

Molecular formula: C4H16N4
Method: DFT, ωB97M-V/def2-TZVPD

Each line ends with the Mulliken charge.
CARTESIAN COORDINATES (ANGSTROEM)
C (-1.136, 0.905, 2.105)  -1.01
C (-1.620, 1.265, -0.220)  -1.09
C (-1.545, -0.967, 0.655)  -1.13
N (-0.999, 0.380, 0.755)  0.08
H (-2.624, -1.000, 0.874)  0.39
H (-0.681, 1.894, 2.160)  0.32
H (-2.188, 0.994, 2.420)  0.33
H (-0.634, 0.241, 2.809)  0.29
H (-2.707, 1.359, -0.073)  0.39
H (-1.444, 0.875, -1.222)  0.30
H (-1.172, 2.256, -0.146)  0.33
H (-1.032, -1.621, 1.361)  0.32
H (-1.421, -1.343, -0.359)  0.36
C (2.593, -0.807, 0.075)  -0.95
N (0.811, -0.858, -1.670)  -0.11
N (1.544, -0.092, -0.642)  -0.44
N (1.149, -0.073, -2.823)  -0.81
H (1.301, -1.749, -1.775)  0.29
H (0.810, 0.227, 0.012)  0.46
H (0.389, 0.596, -2.946)  0.29
H (1.991, 0.454, -2.124)  0.40
H (2.979, -0.162, 0.862)  0.34
H (3.402, -1.039, -0.621)  0.35
H (2.233, -1.736, 0.533)  0.31

The charge is 0. As for the SMILES: CN(C)C.CNNN. The energy relative to the best compared isomer or geometry (same formula, charge and spin) comes out at 80.6 kcal/mol.

***

no.,E (eV),HOMO-LUMO gap (eV)
1,-334249.483,1.89
2,-10364.476,9.06